[1]
{"formula": "C15H17ClF8N3O", "method": "ωB97M-V with the def2-TZVPD basis set", "total_charge": 1, "orbital_gap_ev": 9.056, "fmax_ha_per_bohr": 0.0295, "e_lumo_ev": -4.64, "spin_multiplicity": 1, "energy_ha": -2080.042974, "elements": ["C", "C", "C", "C", "C", "C", "C", "C", "C", "C", "Cl", "N", "N", "N", "H", "H", "H", "H", "H", "H", "H", "H", "H", "H", "H", "H", "H", "C", "C", "C", "F", "F", "F", "F", "O", "C", "C", "F", "F", "F", "F", "H", "H", "H", "H"], "positions_angstrom": [[-4.247, 0.899, 5.981], [-3.503, 1.026, 5.049], [-2.724, 1.011, 3.847], [-2.919, 1.945, 2.814], [-2.185, 1.905, 1.645], [-2.425, 2.888, 0.526], [-3.232, 2.193, -0.606], [-1.166, 3.604, 0.007], [-0.203, 4.074, 1.124], [-1.232, 0.847, 1.592], [-0.246, 0.566, 0.225], [-1.136, 0.025, 2.638], [-0.177, -0.994, 2.570], [-1.814, 0.055, 3.750], [-4.871, 0.623, 6.800], [-3.667, 2.712, 2.961], [-3.079, 3.662, 0.931], [-3.937, 2.896, -1.041], [-2.581, 1.769, -1.367], [-3.826, 1.378, -0.187], [-0.621, 3.008, -0.717], [-1.513, 4.487, -0.529], [-0.600, 3.937, 2.132], [0.760, 3.567, 1.079], [-0.014, 5.140, 1.010], [-0.332, -1.598, 3.374], [-0.365, -1.571, 1.752], [4.087, -2.050, -2.896], [4.322, -3.245, -1.956], [4.020, -4.645, -2.493], [2.720, -4.780, -2.823], [4.298, -5.549, -1.528], [3.664, -3.039, -0.791], [5.651, -3.243, -1.672], [2.880, -1.311, -2.738], [1.720, -1.672, -3.386], [0.626, -2.063, -2.391], [1.011, -3.093, -1.613], [-0.488, -2.440, -3.056], [1.924, -2.625, -4.305], [1.272, -0.575, -4.035], [4.860, -1.332, -2.628], [4.268, -2.308, -3.939], [4.640, -4.865, -3.367], [0.380, -1.219, -1.744]], "mulliken_charge": [0.24, -0.98, 0.17, -0.32, 0.17, 0.15, -1.46, -0.87, -1.16, 0.63, -0.10, 1.34, -0.96, -1.01, 0.45, 0.44, 0.54, 0.38, 0.35, 0.40, 0.39, 0.56, 0.32, 0.27, 0.35, 0.35, 0.25, -0.75, 0.90, 0.07, -0.22, -0.26, -0.26, -0.32, -0.34, 0.78, 1.03, -0.22, -0.27, -0.28, -0.30, 0.39, 0.33, 0.30, -0.51]}


[2]
{"formula": "C15H17ClN5O4S", "method": "ωB97M-V with the def2-TZVPD basis set", "total_charge": -1, "orbital_gap_ev": 4.581, "fmax_ha_per_bohr": 0.0794, "e_lumo_ev": 1.39, "spin_multiplicity": 1, "energy_ha": -2014.802096, "elements": ["C", "C", "C", "C", "O", "N", "C", "C", "N", "N", "C", "N", "O", "H", "H", "H", "H", "H", "H", "H", "H", "H", "H", "H", "H", "N", "C", "C", "C", "C", "C", "S", "C", "Cl", "O", "O", "C", "C", "H", "H", "H", "H", "H"], "positions_angstrom": [[1.808, 3.878, -1.489], [1.629, 3.084, -0.222], [2.234, 1.811, -0.054], [2.749, 1.397, 1.269], [2.348, 1.902, 2.329], [3.689, 0.374, 1.353], [4.144, -0.069, 2.648], [4.453, -0.177, 0.255], [0.689, 3.622, 0.573], [0.172, 2.939, 1.512], [-0.310, 3.770, 2.593], [-1.188, 2.996, 3.316], [-0.012, 4.923, 2.818], [2.460, 3.343, -2.192], [0.832, 4.055, -1.971], [2.255, 4.864, -1.286], [2.560, 1.295, -0.950], [3.628, 0.484, 3.429], [3.942, -1.137, 2.767], [5.226, 0.078, 2.735], [4.151, 0.245, -0.704], [5.522, 0.025, 0.419], [4.314, -1.266, 0.217], [-1.231, 2.005, 3.130], [-1.596, 3.330, 4.171], [-7.382, -4.847, -1.879], [-6.322, -4.355, -1.798], [-5.021, -3.738, -1.692], [-4.545, -3.332, -0.443], [-3.268, -2.788, -0.319], [-2.472, -2.645, -1.455], [-0.753, -2.056, -1.270], [-0.715, -0.317, -1.407], [-0.007, 0.585, -0.257], [-0.428, -2.402, 0.103], [-0.043, -2.692, -2.364], [-2.943, -3.023, -2.712], [-4.222, -3.565, -2.828], [-5.160, -3.467, 0.445], [-2.887, -2.514, 0.660], [-1.406, 0.196, -2.059], [-2.306, -2.931, -3.586], [-4.587, -3.881, -3.803]], "mulliken_charge": [-1.27, 0.48, -0.89, 1.40, -0.71, 0.18, -1.06, -0.93, -0.40, 0.13, 0.34, -0.34, -0.60, 0.37, 0.29, 0.28, 0.23, 0.30, 0.31, 0.32, 0.29, 0.31, 0.32, 0.23, 0.22, -0.55, 0.07, 0.47, -0.66, -0.28, 0.12, 1.14, -0.72, -0.03, -0.70, -0.70, -0.44, -0.55, 0.39, 0.44, 0.43, 0.39, 0.40]}


[3]
{"formula": "C15H17FN6O3", "method": "ωB97M-V with the def2-TZVPD basis set", "total_charge": 0, "orbital_gap_ev": 7.900, "fmax_ha_per_bohr": 0.3131, "e_lumo_ev": -0.77, "spin_multiplicity": 1, "smiles": "Nc1nc(NC[C@H]2CCCO2)nc(Nc2ccccc2F)c1[N+](=O)[O-]", "energy_ha": -1235.383766, "elements": ["N", "C", "N", "C", "N", "C", "C", "C", "C", "C", "O", "N", "C", "N", "C", "C", "C", "C", "C", "C", "F", "C", "N", "O", "O", "H", "H", "H", "H", "H", "H", "H", "H", "H", "H", "H", "H", "H", "H", "H", "H", "H"], "positions_angstrom": [[-3.178, -3.890, 0.322], [-2.392, -2.754, 0.251], [-1.088, -2.745, 0.477], [-0.470, -1.745, 0.486], [0.710, -1.790, 0.978], [1.798, -0.735, 0.727], [2.478, -0.871, -0.439], [3.635, 0.249, -0.553], [4.807, -0.402, -0.152], [4.649, -1.944, -0.531], [3.318, -1.860, -0.530], [-0.974, -0.662, 0.139], [-2.348, -0.427, 0.126], [-2.854, 0.781, 0.052], [-2.053, 2.110, -0.168], [-2.334, 3.113, -1.083], [-1.550, 4.236, -0.975], [-0.685, 4.711, 0.022], [-0.489, 3.647, 0.866], [-1.069, 2.181, 0.836], [-0.859, 1.581, 1.994], [-3.203, -1.427, 0.123], [-4.561, -1.373, -0.392], [-5.348, -2.279, -0.142], [-4.998, -0.148, -0.536], [-2.643, -4.817, 0.572], [-4.364, -3.789, 0.294], [1.138, -2.609, 0.589], [2.385, -0.997, 1.605], [1.181, 0.332, 0.725], [1.759, -0.698, -1.313], [3.796, 0.672, -1.713], [3.265, 1.216, -0.061], [4.838, -0.294, 1.084], [5.768, 0.087, -0.103], [5.068, -2.007, -1.508], [5.148, -2.548, -0.013], [-3.627, 1.059, -0.514], [-3.066, 2.851, -1.663], [-1.763, 4.873, -1.657], [-0.148, 5.409, 0.146], [0.324, 3.698, 1.629]], "mulliken_charge": [-0.48, 0.21, -0.55, 0.22, -0.26, -0.45, 0.50, -0.53, -0.72, -0.66, -0.47, -0.27, 0.09, -0.31, 0.51, -0.90, -0.57, -1.16, -0.24, 0.39, -0.30, 0.54, 0.90, -0.68, -0.66, 0.25, 0.34, 0.29, 0.24, -0.08, 0.15, 0.25, 0.32, 0.18, 0.51, 0.30, 0.54, 0.35, 0.70, 0.55, 0.71, 0.26]}


[4]
{"formula": "C15H17FeNO7", "method": "ωB97M-V with the def2-TZVPD basis set", "total_charge": 0, "s_squared": 6.0794, "orbital_gap_ev": [5.982, 5.372], "fmax_ha_per_bohr": 0.1401, "e_lumo_ev": [-0.18, -2.85], "spin_multiplicity": 5, "energy_ha": -2426.621363, "elements": ["C", "C", "O", "C", "N", "C", "C", "O", "O", "H", "H", "H", "H", "H", "H", "H", "H", "C", "O", "C", "C", "C", "C", "C", "C", "Fe", "C", "O", "C", "O", "C", "O", "H", "H", "H", "H", "H", "H", "H", "H", "H"], "positions_angstrom": [[-1.283, 4.168, 3.277], [-0.584, 3.024, 2.599], [-1.466, 1.873, 2.717], [-0.913, 0.772, 2.154], [-1.613, -0.306, 2.120], [-2.248, -1.419, 1.810], [-3.339, -1.820, 2.748], [-2.014, -2.160, 0.816], [0.281, 0.914, 1.717], [-0.629, 5.042, 3.276], [-2.204, 4.439, 2.757], [-1.524, 3.931, 4.315], [-0.408, 3.246, 1.535], [0.372, 2.795, 3.086], [-3.767, -0.950, 3.254], [-4.105, -2.354, 2.185], [-2.939, -2.506, 3.504], [-1.348, 0.172, -3.777], [0.011, -0.287, -3.653], [0.503, -0.839, -2.500], [0.660, -0.119, -1.274], [0.311, -0.913, -0.063], [0.912, -2.220, -0.076], [1.545, -2.632, -1.243], [1.204, -2.082, -2.519], [2.531, -0.694, -1.824], [3.175, 0.222, -0.477], [3.830, 0.811, 0.278], [2.935, 0.510, -3.022], [3.524, 1.292, -3.648], [4.029, -1.577, -2.077], [5.163, -1.780, -2.222], [-1.329, 0.874, -4.613], [-1.977, -0.688, -4.036], [-1.724, 0.665, -2.871], [0.408, 0.946, -1.223], [0.439, -0.253, 0.892], [-0.790, -1.112, -0.037], [0.824, -2.853, 0.803], [2.173, -3.531, -1.226], [1.377, -2.599, -3.463]], "mulliken_spin": [0.00, 0.00, 0.00, 0.00, 0.01, 0.00, 0.01, 0.06, 0.07, 0.00, 0.00, 0.00, 0.00, 0.00, 0.00, 0.00, 0.00, 0.00, 0.01, -0.14, 0.45, -0.15, 0.42, -0.06, 0.32, 2.54, -0.04, 0.01, 0.02, 0.04, 0.10, 0.08, 0.00, 0.00, 0.00, -0.02, 0.11, 0.14, 0.02, 0.00, 0.00]}